one:
This record from the Open Molecules 2025 dataset describes an isolated molecule of H4N3P. The level of theory is the ωB97M-V functional and the def2-TZVPD basis.

The geometry in XYZ format:
```
8
Properties=species:S:1:pos:R:3:mulliken_charge:R:1
N 1.64 0.36 0.63 -0.255
N 0.25 0.65 0.69 0.143
N 0.95 1.67 0.55 -0.280
P -0.69 -0.43 -0.81 -0.028
H 1.82 0.23 1.69 0.254
H -1.89 0.05 -0.24 0.065
H -0.74 -1.68 -0.36 0.044
H -1.34 -0.85 -2.15 0.056
```

Output
net charge	0
frontier orbital gap (spin up / spin down)	8.6 / 8.6	eV

---

two:
This record from the Open Molecules 2025 dataset describes an isolated molecule of H4N3P. The level of theory is the ωB97M-V functional and the def2-TZVPD basis.

The geometry in XYZ format:
```
8
Properties=species:S:1:pos:R:3:mulliken_charge:R:1
H -2.29 1.35 0.15 0.255
N -1.50 0.78 0.40 -0.340
N -0.94 0.45 -0.66 -0.120
P 0.54 -0.53 -0.30 0.357
N 1.81 0.20 0.21 -0.606
H 0.84 -1.15 -1.47 0.108
H -0.15 -1.69 0.50 0.103
H 1.68 0.58 1.16 0.243
```

Output
net charge	0
frontier orbital gap	9.0	eV

---

Which one is most stable, and which one is least stable? two is the most stable of them, while one is the least stable.